119
Properties=species:S:1:pos:R:3 method="wB97M-V/def2-TZVPD" energy_ev=-115575.63091 charge=-2 orbital_gap_ev=4.65 lumo_ev=3.813 e_above_lowest_ev=1.765
Cd -0.366 1.154 0.959
C 4.840 -0.230 4.265
C 4.417 0.582 3.086
C 4.896 1.798 2.658
C 4.116 2.103 1.523
N 3.233 1.149 1.285
N 3.423 0.216 2.241
B 2.814 -1.188 2.148
N 1.439 -1.345 2.810
N 0.579 -0.334 3.062
C -0.438 -0.872 3.727
C -0.239 -2.251 3.909
C 0.965 -2.513 3.293
C 1.680 -3.815 3.139
C -1.562 -0.081 4.252
C -1.434 1.284 4.492
C -2.492 1.999 5.031
C -3.681 1.363 5.353
C -3.822 0.003 5.104
C -2.772 -0.710 4.551
N 2.755 -1.685 0.678
N 1.603 -2.025 0.078
C 1.939 -2.569 -1.082
C 3.341 -2.589 -1.241
C 3.820 -1.990 -0.091
C 5.217 -1.678 0.329
C 0.924 -3.165 -1.963
C 1.115 -3.229 -3.343
C 0.198 -3.882 -4.154
C -0.931 -4.468 -3.599
C -1.145 -4.378 -2.229
C -0.227 -3.734 -1.415
C 4.228 3.319 0.698
C 3.117 4.126 0.468
C 3.249 5.302 -0.255
C 4.484 5.684 -0.762
C 5.594 4.877 -0.545
C 5.466 3.703 0.183
H 5.509 0.365 4.888
H 3.983 -0.534 4.867
H 5.364 -1.139 3.964
H 5.663 2.403 3.114
H 3.576 -1.925 2.737
H -0.889 -2.956 4.399
H 1.046 -4.619 3.514
H 1.906 -4.013 2.090
H 2.623 -3.825 3.689
H -0.518 1.786 4.208
H -2.390 3.068 5.170
H -4.511 1.930 5.759
H -4.763 -0.495 5.309
H -2.888 -1.765 4.329
H 3.912 -2.977 -2.069
H 5.918 -2.052 -0.418
H 5.361 -0.600 0.435
H 5.451 -2.135 1.293
H 1.988 -2.755 -3.776
H 0.360 -3.923 -5.225
H -1.650 -4.974 -4.233
H -2.041 -4.803 -1.791
H -0.400 -3.633 -0.350
H 2.147 3.827 0.860
H 2.371 5.916 -0.421
H 4.582 6.603 -1.329
H 6.560 5.161 -0.947
H 6.326 3.063 0.346
Te -0.492 3.639 1.773
I 3.232 0.661 -2.440
C 2.155 2.452 -2.611
C 2.571 3.412 -3.527
C 1.812 4.565 -3.626
C 0.701 4.715 -2.808
C 0.389 3.699 -1.918
N 1.103 2.575 -1.834
H 3.460 3.258 -4.120
H 2.097 5.344 -4.323
H 0.091 5.609 -2.839
H -0.435 3.779 -1.216
O -1.825 -2.362 1.297
C -2.682 -1.491 1.336
N -2.498 -0.164 1.127
S -3.890 0.684 1.212
O -3.962 1.541 2.359
O -4.242 1.253 -0.068
C -4.936 -0.724 1.511
C -6.303 -0.793 1.704
C -6.848 -2.042 1.974
C -6.038 -3.176 2.049
C -4.666 -3.083 1.852
C -4.131 -1.835 1.584
H -6.920 0.095 1.647
H -7.916 -2.138 2.131
H -6.489 -4.137 2.265
H -4.013 -3.945 1.906
C -3.955 -2.273 -2.686
C -2.965 -1.506 -1.841
O -1.911 -1.038 -2.694
P -0.877 0.071 -2.055
O -0.132 0.433 -3.456
C -0.555 0.078 -4.766
C 0.330 0.835 -5.734
O -1.843 1.339 -1.782
C -2.512 2.169 -2.722
C -3.825 1.571 -3.196
H -4.771 -2.633 -2.054
H -3.474 -3.128 -3.161
H -4.377 -1.633 -3.463
H -2.542 -2.137 -1.057
H -3.453 -0.651 -1.363
H -0.455 -1.002 -4.899
H -1.607 0.329 -4.913
H 0.196 1.912 -5.614
H 0.089 0.563 -6.765
H 1.378 0.602 -5.541
H -1.838 2.375 -3.560
H -2.698 3.105 -2.194
H -3.663 0.660 -3.773
H -4.347 2.295 -3.827
H -4.451 1.340 -2.334